1.
C24H23N6O7RhS as an isolated structure. Source: the Open Molecules 2025 dataset; level of theory: ωB97M-V/def2-TZVPD.

The calculation puts the lowest unoccupied orbital energy (alpha / beta) at 0.046 / -0.691 eV. The value obtained for the frontier orbital gap (alpha / beta) is 4.9 / 7.2 eV. For the highest occupied orbital energy (alpha / beta), the calculation gives -0.17817 / -0.28980 Eh.

```
! RIJCOSX wB97M-V def2-TZVPD def2/J DEFGRID3
* xyz 0 5
Rh -0.594 -0.566 0.887
N -0.177 1.565 1.951
N -0.296 1.321 3.329
C -0.952 0.205 3.730
N -0.734 -0.190 4.993
S -2.137 -0.543 2.791
H 0.784 1.759 1.704
H -0.775 2.336 1.678
H 0.505 1.589 3.880
H 0.143 0.040 5.435
H -1.142 -1.074 5.245
O -1.195 -2.521 -0.080
C -0.640 -2.712 -1.162
O -0.219 -1.813 -2.053
H -0.435 -3.709 -1.548
N -1.153 0.095 -1.065
C -0.358 -0.465 -2.005
N 0.390 0.215 -2.953
C 1.318 -0.545 -3.784
C 0.611 -1.069 -5.031
O 0.049 0.003 -5.767
C -0.875 0.736 -4.984
C -0.217 1.301 -3.727
H 1.753 -1.360 -3.212
H 2.110 0.142 -4.091
H -0.178 -1.774 -4.732
H 1.312 -1.575 -5.694
H -1.711 0.089 -4.678
H -1.259 1.535 -5.618
H -0.958 1.825 -3.132
H 0.582 1.993 -4.002
N -6.521 7.673 -1.336
C -5.816 6.769 -1.231
C -4.943 5.650 -1.113
C -3.602 5.763 -1.494
C -2.766 4.672 -1.429
C -3.239 3.427 -0.974
C -4.581 3.337 -0.554
C -5.420 4.425 -0.633
C -2.416 2.281 -0.963
C -1.762 1.253 -1.030
H -3.234 6.718 -1.847
H -1.731 4.758 -1.732
H -4.947 2.388 -0.187
H -6.458 4.346 -0.337
O 1.469 -1.543 0.376
C 1.752 -1.608 1.598
O 1.216 -0.839 2.448
C 2.726 -2.635 2.080
C 2.844 -3.829 1.385
C 3.678 -4.854 1.835
C 4.395 -4.613 2.980
O 5.282 -5.433 3.620
C 5.798 -4.684 4.713
O 5.097 -3.449 4.778
C 4.284 -3.414 3.674
C 3.448 -2.413 3.259
H 2.262 -3.959 0.483
H 3.761 -5.797 1.314
H 6.865 -4.494 4.557
H 5.652 -5.239 5.643
H 3.352 -1.489 3.811
*
```


2.
C43H34IrN8O2SSi as an isolated structure in a non-equilibrium geometry. Source: the Open Molecules 2025 dataset; level of theory: ωB97M-V/def2-TZVPD.

The calculation puts the lowest unoccupied orbital energy (alpha / beta) at -0.652 / -2.253 eV. The value obtained for the frontier orbital gap (alpha / beta) is 5.1 / 5.3 eV. For the highest occupied orbital energy (alpha / beta), the calculation gives -0.21228 / -0.27638 Eh.

```
! RIJCOSX wB97M-V def2-TZVPD def2/J DEFGRID3
* xyz 0 6
Ir 6.468 -20.484 6.925
O 9.625 -21.909 4.619
C 8.552 -21.740 5.248
N 8.052 -20.497 5.597
C 8.614 -19.310 5.302
C 9.538 -19.056 4.241
C 10.112 -17.777 4.104
C 9.816 -16.732 5.025
C 8.786 -16.970 5.953
C 8.094 -18.176 5.994
N 6.943 -18.323 6.740
C 6.062 -17.171 6.448
O 5.927 -16.637 5.344
C 5.377 -16.545 7.539
C 4.711 -15.322 7.257
C 4.068 -14.689 8.273
C 4.028 -15.277 9.567
C 4.690 -16.459 9.716
N 5.394 -17.085 8.741
C 7.646 -22.818 5.637
C 7.805 -24.130 5.123
C 6.895 -25.146 5.489
C 5.837 -24.780 6.346
C 5.837 -23.520 6.936
N 6.633 -22.517 6.452
H 9.772 -19.963 3.684
H 10.840 -17.611 3.299
H 10.252 -15.720 4.978
H 8.587 -16.173 6.703
H 4.852 -14.872 6.277
H 3.588 -13.716 8.099
H 3.603 -14.828 10.426
H 4.658 -17.010 10.636
H 8.558 -24.260 4.316
H 7.004 -26.138 5.108
H 5.009 -25.456 6.568
H 5.256 -23.315 7.798
S 4.447 -20.361 8.215
C 3.506 -19.801 6.938
N 2.365 -19.062 7.204
N 1.629 -19.073 6.086
C 0.552 -18.217 5.887
C -0.115 -18.215 4.666
C -0.766 -17.075 4.234
C -0.937 -15.996 5.108
C -0.489 -16.087 6.439
C 0.264 -17.197 6.831
N 3.812 -20.062 5.649
N 5.141 -20.230 5.484
C 5.456 -19.936 4.053
C 4.951 -18.698 3.573
C 4.786 -18.471 2.232
C 5.278 -19.461 1.354
C 5.837 -20.678 1.754
C 5.933 -20.909 3.135
H 1.909 -19.627 5.303
H -0.079 -19.113 4.065
H -1.128 -17.040 3.226
H -1.463 -15.110 4.806
H -0.484 -15.242 7.136
H 0.613 -17.362 7.851
H 4.562 -17.992 4.243
H 4.252 -17.659 1.834
H 5.314 -19.272 0.268
H 6.169 -21.445 1.038
H 6.160 -21.872 3.608
C 6.601 -18.444 12.624
C 6.203 -19.758 12.343
C 6.593 -20.356 11.154
C 7.349 -19.649 10.189
C 7.582 -18.310 10.414
C 7.229 -17.689 11.594
Si 8.139 -20.608 8.749
C 9.959 -20.060 8.696
C 10.373 -18.705 8.845
C 11.615 -18.361 9.315
C 12.570 -19.357 9.554
C 12.232 -20.689 9.254
C 10.959 -21.017 8.757
H 6.435 -17.988 13.599
H 5.611 -20.333 13.025
H 6.384 -21.392 11.004
H 8.007 -17.721 9.612
H 7.415 -16.632 11.735
H 8.152 -21.987 9.274
H 9.728 -17.871 8.461
H 11.835 -17.290 9.456
H 13.500 -19.049 9.934
H 12.929 -21.486 9.375
H 10.725 -22.013 8.363
*
```


The following relative energy (zero: lowest compared OMol25 entry of this formula, charge and spin) values (in eV) correspond, in order, to the records above: 0.051; 1.255.